1.
{
  "formula": "C19H17FN6O5S",
  "method": "the ωB97M-V functional and the def2-TZVPD basis",
  "symbols": ["O", "O", "O", "O", "O", "F", "N", "N", "C", "C", "C", "C", "C", "C", "C", "C", "C", "C", "C", "C", "C", "C", "C", "N", "N", "N", "N", "C", "C", "C", "C", "S", "H", "H", "H", "H", "H", "H", "H", "H", "H", "H", "H", "H", "H", "H", "H", "H", "H"],
  "coordinates": [[2.073, 3.890, -0.331], [-2.691, 5.707, -1.711], [2.121, -0.146, 2.792], [4.537, -0.785, 3.163], [-2.788, 4.345, -3.309], [4.827, -3.628, 1.800], [-4.733, 2.760, 0.806], [-6.234, 3.259, -0.850], [1.525, 2.831, -0.295], [-5.945, 3.064, 0.489], [-5.043, 3.338, -1.347], [1.642, -5.299, 2.726], [0.903, -4.125, 3.073], [3.020, -5.103, 2.343], [-0.712, 1.894, 0.389], [-2.116, 1.791, 0.181], [-0.555, 3.499, -1.329], [1.398, -2.832, 2.880], [3.509, -3.794, 2.128], [0.074, 2.714, -0.389], [-2.693, 2.736, -0.600], [-1.933, 3.635, -1.382], [2.704, -2.658, 2.345], [-4.119, 2.915, -0.417], [2.319, 1.664, 0.002], [3.772, -0.543, 0.702], [-2.441, 4.610, -2.160], [3.681, 1.910, 0.562], [1.799, 0.273, -0.157], [4.512, 0.691, 0.499], [2.834, -0.795, -0.390], [3.333, -0.960, 2.367], [-6.774, 3.056, 1.238], [-5.003, 3.481, -2.429], [1.199, -6.281, 2.757], [-0.078, -4.265, 3.555], [3.758, -5.936, 2.364], [-0.235, 1.370, 1.228], [-2.651, 1.166, 0.899], [-0.017, 4.258, -1.941], [0.892, -2.014, 3.314], [3.544, 2.110, 1.609], [4.213, 2.718, 0.090], [1.160, 0.256, -1.111], [1.162, 0.062, 0.645], [5.272, 0.778, 1.265], [5.014, 0.731, -0.468], [3.443, -0.627, -1.343], [2.449, -1.788, -0.323]],
  "nbo_charge": [-0.573, -0.323, -0.949, -0.889, -0.367, -0.308, -0.267, -0.460, 0.676, 0.149, 0.179, -0.150, -0.231, -0.280, -0.118, -0.222, -0.126, -0.149, 0.430, -0.169, 0.168, 0.074, -0.404, -0.227, -0.461, -0.648, 0.480, -0.227, -0.225, -0.241, -0.232, 2.218, 0.204, 0.243, 0.231, 0.229, 0.247, 0.234, 0.257, 0.247, 0.258, 0.199, 0.231, 0.199, 0.209, 0.241, 0.205, 0.217, 0.225],
  "orbital_gap_ev": 8.834,
  "homo_ev": -9.29,
  "smiles": "O=C(c1ccc(-n2cncn2)c([N+](=O)[O-])c1)N1CCN(S(=O)(=O)c2ccccc2F)CC1",
  "de_lowest_ev": 1.8174,
  "lumo_energy_ev": -0.454,
  "spin_multiplicity": 1
}

***

2.
{
  "formula": "C22H57Br3InN6O3P2",
  "method": "the ωB97M-V functional and the def2-TZVPD basis",
  "symbols": ["C", "O", "C", "C", "C", "In", "C", "C", "C", "Br", "C", "Br", "C", "C", "Br", "H", "H", "H", "H", "H", "H", "H", "H", "H", "H", "H", "H", "H", "H", "H", "H", "H", "H", "H", "H", "H", "O", "P", "N", "C", "C", "N", "C", "C", "N", "C", "C", "H", "H", "H", "H", "H", "H", "H", "H", "H", "H", "H", "H", "H", "H", "H", "H", "H", "H", "O", "P", "N", "C", "C", "N", "C", "C", "N", "C", "C", "H", "H", "H", "H", "H", "H", "H", "H", "H", "H", "H", "H", "H", "H", "H", "H", "H", "H"],
  "coordinates": [[-2.953, 6.256, -5.563], [-1.737, 5.630, -5.933], [-1.466, 4.514, -5.073], [-0.535, 4.908, -3.929], [-0.705, 3.967, -2.718], [0.327, 2.026, -3.159], [-0.685, 0.795, -4.727], [-2.221, 0.967, -4.866], [-2.938, 1.230, -3.546], [-4.790, 0.506, -3.651], [0.717, 0.950, -1.193], [0.803, 2.374, 0.202], [-0.337, -0.030, -0.697], [0.033, -0.729, 0.630], [-0.582, -1.506, -2.012], [-3.776, 5.741, -6.068], [-2.926, 7.311, -5.839], [-3.088, 6.207, -4.478], [-2.387, 4.057, -4.693], [-0.987, 3.763, -5.705], [0.482, 4.740, -4.298], [-0.619, 5.969, -3.675], [-0.205, 4.416, -1.857], [-1.757, 3.847, -2.436], [1.935, 2.481, -3.819], [-0.458, -0.268, -4.665], [-0.263, 1.134, -5.679], [-2.631, 0.041, -5.280], [-2.439, 1.751, -5.592], [-2.481, 0.736, -2.697], [-3.088, 2.294, -3.402], [1.682, 0.445, -1.136], [-1.317, 0.439, -0.626], [-0.840, -0.957, 1.242], [0.488, -1.687, 0.374], [0.789, -0.171, 1.176], [4.166, -1.765, -0.773], [5.447, -2.241, -0.187], [5.255, -1.820, 1.467], [6.313, -1.726, 2.451], [4.026, -2.307, 2.090], [6.541, -1.155, -0.949], [7.488, -0.349, -0.205], [6.011, -0.393, -2.080], [6.693, -3.432, 0.045], [7.458, -3.792, -1.170], [6.130, -4.701, 0.568], [6.694, -2.704, 2.785], [5.930, -1.211, 3.335], [7.155, -1.138, 2.107], [4.088, -3.367, 2.376], [3.179, -2.191, 1.416], [3.801, -1.729, 2.988], [6.994, 0.391, 0.437], [8.141, 0.189, -0.896], [8.154, -0.972, 0.396], [5.403, 0.459, -1.759], [5.405, -1.022, -2.725], [6.841, -0.018, -2.685], [6.811, -4.108, -1.993], [8.140, -4.611, -0.933], [8.070, -2.965, -1.512], [5.373, -5.127, -0.097], [5.677, -4.551, 1.548], [6.925, -5.434, 0.702], [-2.949, -2.062, 3.412], [-4.225, -1.334, 3.672], [-4.452, -0.465, 2.218], [-5.335, 0.671, 2.032], [-4.401, -1.266, 0.996], [-3.704, -0.285, 4.936], [-3.897, 1.152, 4.882], [-2.417, -0.596, 5.547], [-5.873, -1.261, 4.219], [-6.083, -1.562, 5.653], [-6.728, -2.215, 3.470], [-6.400, 0.398, 1.988], [-5.088, 1.159, 1.087], [-5.213, 1.428, 2.797], [-5.339, -1.810, 0.812], [-3.597, -1.999, 1.043], [-4.196, -0.641, 0.125], [-3.323, 1.621, 4.074], [-3.581, 1.605, 5.826], [-4.953, 1.407, 4.779], [-1.573, -0.260, 4.933], [-2.314, -1.664, 5.717], [-2.351, -0.107, 6.524], [-5.654, -2.526, 5.945], [-7.154, -1.584, 5.861], [-5.658, -0.791, 6.286], [-6.384, -3.249, 3.569], [-6.755, -1.964, 2.410], [-7.755, -2.157, 3.829]],
  "mulliken_charge": [-0.714, -0.484, -0.203, -0.535, -1.167, 1.028, -1.413, -0.368, 0.022, -0.277, -0.780, -0.263, -0.039, -1.363, -0.180, 0.257, 0.264, 0.302, 0.297, 0.182, 0.198, 0.389, 0.483, 0.344, -0.444, 0.418, 0.389, 0.477, 0.240, -0.186, 0.225, 0.404, 0.449, 0.262, 0.382, 0.405, -0.665, 0.557, 0.121, -0.735, -1.038, 0.238, -1.181, -1.057, 0.028, -1.035, -1.058, 0.247, 0.385, 0.178, 0.276, 0.209, 0.406, 0.335, 0.415, 0.313, 0.363, 0.329, 0.307, 0.347, 0.408, 0.287, 0.368, 0.234, 0.411, -0.874, 0.775, 0.216, -0.733, -1.104, 0.222, -1.188, -0.995, 0.025, -1.028, -1.079, 0.248, 0.363, 0.173, 0.241, 0.344, 0.318, 0.329, 0.422, 0.314, 0.307, 0.341, 0.309, 0.344, 0.409, 0.285, 0.370, 0.238, 0.409],
  "orbital_gap_ev": 6.911,
  "homo_ev": -4.76,
  "total_charge": -1,
  "lumo_energy_ev": 2.152,
  "spin_multiplicity": 1
}

***

3.
{
  "formula": "C35H25AsClF3HgNO5S2",
  "method": "the ωB97M-V functional and the def2-TZVPD basis",
  "symbols": ["Hg", "C", "C", "C", "C", "C", "C", "As", "C", "C", "C", "C", "C", "C", "C", "C", "C", "C", "C", "C", "H", "H", "H", "H", "H", "H", "H", "H", "H", "H", "H", "H", "H", "C", "C", "C", "C", "Cl", "C", "C", "C", "O", "C", "C", "O", "O", "H", "H", "H", "H", "H", "H", "H", "H", "F", "C", "F", "F", "O", "S", "O", "N", "C", "S", "C", "C", "C", "C", "C", "C", "H", "H", "H", "H"],
  "coordinates": [[-0.612, 0.023, -1.469], [2.407, 4.220, 4.588], [2.277, 2.876, 4.907], [1.904, 1.956, 3.934], [1.661, 2.370, 2.629], [1.807, 3.720, 2.313], [2.169, 4.641, 3.286], [1.124, 1.176, 1.138], [-0.782, 1.520, 1.395], [-1.506, 2.596, 0.904], [-2.863, 2.684, 1.189], [-3.488, 1.699, 1.943], [-2.765, 0.617, 2.423], [-1.404, 0.522, 2.156], [-0.513, -0.573, 2.589], [-0.890, -1.692, 3.325], [0.055, -2.653, 3.653], [1.374, -2.520, 3.236], [1.750, -1.411, 2.488], [0.817, -0.434, 2.181], [2.693, 4.937, 5.349], [2.461, 2.540, 5.921], [1.794, 0.910, 4.197], [1.628, 4.050, 1.294], [2.267, 5.689, 3.026], [-1.023, 3.320, 0.261], [-3.444, 3.506, 0.788], [-4.552, 1.760, 2.135], [-3.267, -0.160, 2.986], [-1.922, -1.826, 3.627], [-0.244, -3.536, 4.206], [2.102, -3.293, 3.450], [2.768, -1.333, 2.126], [-1.452, 1.689, -6.233], [-0.021, 2.059, -6.479], [0.775, 1.351, -7.368], [2.111, 1.680, -7.535], [3.083, 0.768, -8.671], [2.688, 2.709, -6.820], [1.897, 3.431, -5.937], [0.555, 3.117, -5.772], [-0.268, 3.876, -4.993], [0.146, 4.134, -3.653], [0.106, 2.912, -2.712], [0.332, 3.185, -1.520], [-0.147, 1.805, -3.241], [-1.723, 0.794, -6.793], [-2.123, 2.503, -6.517], [-1.589, 1.505, -5.166], [0.357, 0.518, -7.919], [3.735, 2.946, -6.950], [2.327, 4.248, -5.374], [-0.550, 4.878, -3.272], [1.149, 4.568, -3.620], [-3.535, -0.846, -0.809], [-2.876, -0.134, -1.763], [-3.500, 1.083, -1.781], [-3.226, -0.722, -2.949], [3.008, -5.562, 2.847], [2.124, -6.112, 1.841], [2.454, -7.444, 1.385], [1.892, -5.090, 0.615], [0.627, -4.695, 0.510], [-0.026, -3.670, -0.631], [-0.258, -5.272, 1.590], [-1.607, -5.046, 1.811], [-2.206, -5.656, 2.905], [-1.473, -6.475, 3.764], [-0.121, -6.704, 3.538], [0.454, -6.089, 2.442], [-2.147, -4.389, 1.141], [-3.258, -5.486, 3.102], [-1.961, -6.934, 4.615], [0.464, -7.335, 4.195]],
  "lowdin_spin": [0.423, 0.000, 0.001, 0.004, 0.025, 0.002, 0.000, 0.088, 0.020, 0.004, -0.001, 0.002, 0.000, 0.006, 0.003, 0.000, 0.000, 0.000, 0.000, 0.008, 0.000, 0.000, 0.001, 0.000, 0.000, 0.000, 0.000, 0.000, 0.000, 0.000, 0.000, 0.000, 0.000, 0.000, 0.000, 0.000, 0.000, 0.000, 0.000, 0.000, 0.000, 0.000, 0.003, 0.008, 0.014, 0.067, 0.000, 0.000, 0.000, 0.000, 0.000, 0.000, 0.000, 0.000, 0.025, 0.195, 0.030, 0.028, 0.001, 0.001, 0.000, 0.005, 0.005, 0.028, 0.001, 0.000, 0.000, 0.000, 0.000, 0.000, 0.000, 0.000, 0.000, 0.000],
  "orbital_gap_ev": [5.572, 6.792],
  "homo_ev": [-1.64, -2.86],
  "de_lowest_ev": 0.2241,
  "total_charge": -2,
  "lumo_energy_ev": [3.929, 3.928],
  "spin_multiplicity": 2
}

***

4.
{
  "formula": "C3H11N2O3",
  "method": "the ωB97M-V functional and the def2-TZVPD basis",
  "symbols": ["C", "C", "N", "C", "N", "H", "H", "H", "H", "H", "H", "H", "O", "H", "H", "O", "H", "H", "O"],
  "coordinates": [[1.518, -0.920, -0.445], [0.185, -1.086, -0.571], [-0.346, 0.218, -0.878], [0.736, 1.042, -1.053], [1.892, 0.393, -0.792], [2.191, -1.740, 0.036], [-0.476, -2.020, -0.370], [-1.415, 0.288, -0.927], [0.574, 2.148, -1.265], [2.780, 0.873, -0.501], [2.389, 1.060, 2.942], [1.577, 2.168, 2.472], [1.705, 1.141, 2.370], [-2.130, 1.869, 1.139], [-1.824, 0.656, 1.614], [-2.164, 1.014, 0.761], [-3.205, -1.683, -1.058], [-2.321, -1.623, 0.146], [-2.491, -2.217, -0.646]],
  "nbo_charge": [-0.063, -0.079, -0.493, 0.268, -0.484, 0.276, 0.302, 0.502, 0.259, 0.475, 0.469, 0.472, -0.940, 0.484, 0.483, -0.951, 0.484, 0.457, -0.924],
  "orbital_gap_ev": 10.933,
  "homo_ev": -14.06,
  "de_lowest_ev": 2.6399,
  "total_charge": 1,
  "lumo_energy_ev": -3.127,
  "spin_multiplicity": 1
}